Record 1
Computed, not measured: C36H30F6 as an isolated structure, with ωB97M-V/def2-TZVPD.

XYZ file:
```
72
C36H30F6 ωB97M-V/def2-TZVPD
F 0.76156 2.25157 -2.11711
F -2.59454 -3.64509 1.89249
F 4.55087 0.48582 4.66892
F -0.14121 -0.43853 2.35690
F -3.51481 3.05988 2.35668
F 1.01691 -4.08089 -2.04036
C -2.02045 3.58305 -0.81899
C 0.66816 -1.36589 -0.97103
C 1.20935 2.85007 -3.18918
C 0.83834 2.38525 -4.46136
C 1.05954 3.21062 -5.55755
C 0.67775 -0.16498 -1.63574
C -2.41681 -3.81172 -0.90524
C -2.99062 -4.23901 -2.00920
C 0.74829 -3.76583 3.46164
C -2.49260 1.44111 0.93098
C -1.41645 -3.23174 2.50333
C -0.42753 -4.17779 2.77819
C 0.26216 0.85654 0.52983
C -0.21253 -1.60811 3.70799
C 1.12293 1.33629 3.86446
C -2.34953 -4.69321 -3.13966
C 0.19111 -0.32549 1.08814
C 2.20572 1.05375 4.59774
C -0.97310 -4.74760 -3.12921
C -2.65535 3.78576 0.41017
C -1.31156 -1.94387 2.98911
C 0.39931 -1.49400 0.41815
C 3.56363 0.94428 2.58735
C -1.74265 1.30375 -0.26893
C 1.98402 4.95292 -4.14312
C 1.24802 1.38913 2.47668
C 1.77231 4.08442 -3.03647
C -1.04051 -3.69644 -0.92307
C 2.44249 1.21177 1.83770
C -0.36271 -4.23726 -2.03706
C -1.47249 2.32740 -1.13614
C 3.47889 0.91321 3.94932
C 1.66245 4.48489 -5.38042
C 0.43567 0.92797 -0.85474
C 0.90223 -2.42467 3.84322
C -2.93261 2.68831 1.19655
H 1.02201 2.81618 -6.56224
H 4.49082 0.79909 2.05289
H -2.11088 -1.22584 2.87994
H -0.87790 2.26142 -2.03532
H -2.84225 4.80956 0.69881
H -0.57105 -5.17981 2.40168
H -0.25776 -0.64662 4.19777
H 1.87751 5.06458 -6.26591
H -0.34770 -4.96455 -3.98257
H -0.46484 -3.27300 -0.11331
H 1.81602 -2.05168 4.28169
H 0.28902 1.45675 -4.51185
H -1.33693 0.32142 -0.46079
H 2.47567 1.24301 0.75866
H 0.43935 1.63444 1.80416
H 0.91329 -0.20966 -2.68880
H -0.18117 1.75762 0.92719
H 2.39643 5.94063 -3.99908
H 0.37331 1.90060 -1.32004
H -2.94403 -5.01170 -3.98318
H 0.15013 1.35686 4.33313
H 1.54977 -4.44695 3.70681
H 2.28144 1.03700 5.67496
H 0.88753 -2.21034 -1.60757
H -1.88781 4.45009 -1.44913
H -3.00877 -3.45771 -0.07417
H -4.07046 -4.25699 -2.00395
H -2.63931 0.70709 1.70950
H 0.53614 -2.42751 0.94375
H 1.90878 4.37038 -2.00399
```

Computed properties:
- spin multiplicity = 1

Record 2
Computed, not measured: C36H30In2N6O20S2 as an isolated structure, with ωB97M-V/def2-TZVPD.

XYZ file:
```
96
C36H30In2N6O20S2 ωB97M-V/def2-TZVPD
In -1.80459 -2.47242 -2.39670
In -3.65981 -0.97577 1.12569
S -1.09054 -0.99767 -0.06109
S -4.02780 -0.94752 -1.73805
O -2.28952 -1.79388 4.44471
O 5.44423 -3.09558 1.43589
O 3.55541 -2.69542 2.36589
O -4.05108 0.00801 -0.65064
O -3.80981 -2.23796 -1.11733
O -5.31219 -1.17448 -2.31577
O -2.90989 -2.35531 1.79852
O 3.00974 3.76165 -2.85570
O -2.99150 -0.70108 -2.74271
O -2.53071 -0.82009 2.55039
O -0.90970 -0.66687 -1.46124
O 0.16453 -1.42232 0.52958
O -2.03931 -2.08931 -0.13893
O -3.29006 -4.46802 1.57582
O -1.84056 0.06127 0.64553
O -4.24072 2.81868 2.16270
O -0.43399 -1.52515 -3.35215
O 1.31023 -0.47370 -2.66522
O -3.58460 0.94459 1.30892
O 3.26491 1.66215 -3.28376
N 0.19343 -0.45450 -3.19669
N -3.50672 2.17422 1.35084
N -2.53595 -3.56186 1.85365
N 4.26307 -2.67817 1.39757
N 2.78049 2.57391 -2.59929
N -1.82455 -1.19463 3.52386
C 1.57028 3.44139 -0.55234
C 0.89608 3.21559 0.64786
C 0.33132 -0.82926 4.73835
C 0.45791 2.02021 -3.60502
C -0.22462 -2.82158 2.06364
C 0.79938 0.85479 0.16078
C 1.47468 -4.32724 2.67471
C -0.91648 2.75349 -1.38968
C 0.45641 1.92139 0.96303
C 2.67062 -1.06782 -2.28811
C -0.40292 -0.79338 3.53506
C 4.48173 -1.98666 -1.08649
C 0.62480 -5.41070 2.84538
C -0.39841 0.87070 -3.53836
C -1.14708 -3.83369 2.22903
C 2.36855 -1.63767 0.01288
C -1.77547 1.11271 -3.56238
C -0.89312 4.16728 -1.45664
C 3.96304 -1.50067 -2.28967
C 3.71666 -2.06882 0.13039
C 1.62854 -0.35928 4.79750
C -0.04352 3.32197 -3.82704
C -1.66208 2.05507 -0.44507
C 1.53496 1.10146 -1.00683
C 1.92347 2.36633 -1.42592
C -1.47290 3.50522 -4.04299
C -2.49880 2.84232 0.40254
C 1.49287 0.15489 2.45014
C -1.57812 4.91544 -0.50771
C -2.51133 4.27900 0.32492
C 1.11590 -3.06357 2.23501
C 1.86661 -1.16867 -1.20350
C 0.18373 -0.28572 2.42754
C -0.75345 -5.14215 2.58523
C 2.24042 0.04559 3.59695
C -2.26185 2.35838 -3.95536
H 1.53534 1.96344 -3.55701
H -0.37711 -0.27620 1.50463
H 1.90338 4.45411 -0.72508
H -2.97107 4.98711 0.99844
H 1.82211 0.23315 -1.58127
H 0.68138 -0.19554 0.38280
H 1.76572 -2.24829 1.95315
H -1.71564 0.97833 -0.50953
H 2.02334 -0.23560 5.79512
H -1.60907 5.98696 -0.63924
H 0.59352 4.19277 -3.87478
H 0.84381 -0.82243 -1.22324
H 2.20916 -0.69255 -3.18959
H -1.89271 4.45438 -4.34176
H -0.30047 4.64224 -2.22449
H 0.72136 4.06124 1.29651
H -3.27928 2.52946 -4.27470
H -0.05923 1.75295 1.89692
H 0.93739 -6.32357 3.33050
H -2.43624 0.26907 -3.42802
H 3.28225 0.32826 3.62984
H 1.90671 0.57305 1.54445
H 5.51386 -2.30042 -1.13805
H -0.36228 2.26397 -2.17685
H 1.72951 -1.72976 0.87864
H 4.53528 -1.44683 -3.20403
H 2.49860 -4.62208 2.85097
H -1.38638 -6.01681 2.55716
H -0.18364 -1.12862 5.63924
H -0.48983 -1.84091 1.69712
```

Computed properties:
- net charge = +2
- spin multiplicity = 1

Record 3
Computed, not measured: C36H30N6Y as an isolated structure, with ωB97M-V/def2-TZVPD.

XYZ file:
```
73
C36H30N6Y ωB97M-V/def2-TZVPD
Y 0.33317 0.58487 -0.44666
N 3.45968 0.02132 -1.33360
N 1.02185 0.59805 1.73195
N -0.12224 3.03500 -0.22376
N -1.27826 -0.77304 -0.75317
N 2.69020 0.11603 -0.33664
N 1.53838 0.78230 -2.55435
C -0.04368 -2.75678 -0.33285
C -4.96574 -2.90041 -1.02083
C -2.84654 5.13972 -1.66497
C 0.29116 1.30379 2.70851
C 3.64948 0.54510 -3.66137
C 2.29385 -3.14987 -0.82115
C 2.66737 -0.35667 3.28544
C 0.09255 -3.50421 0.83816
C 3.07982 0.97114 -4.84667
C -4.91473 -4.27846 -1.20258
C -1.25542 2.84796 4.44559
C -2.54676 2.71959 -0.33225
C 3.86881 -0.98600 3.45540
C 2.84392 0.46908 -2.53214
C -3.69420 -4.93462 -1.20372
C 0.99857 1.19029 -3.71171
C 1.72978 1.30109 -4.87757
C -1.08837 1.11465 2.78390
C 4.72800 -1.28645 2.37378
C -3.79737 -2.18493 -0.84118
C 2.21627 0.02275 1.99249
C -2.56427 -2.83790 -0.83222
C -1.32547 -2.03434 -0.65762
C 0.12094 3.03256 4.37880
C -1.85582 1.88984 3.64410
C 4.34134 -0.93473 1.11344
C -2.52126 -4.21745 -1.01496
C -1.58595 4.71822 -1.27231
C 2.42254 -3.87120 0.35298
C -3.80820 3.15548 -0.71766
C 1.06837 -2.58381 -1.15449
C -3.96004 4.36067 -1.38455
C 1.32044 -4.04093 1.18369
C 0.89371 2.27609 3.51336
C -1.44231 3.50901 -0.60715
C 3.10428 -0.28588 0.91751
H 4.95460 -1.14633 0.24930
H 1.24700 1.62832 -5.78619
H 2.03630 -0.15592 4.14027
H -0.71649 5.33230 -1.47583
H -5.92156 -2.39340 -1.02141
H -4.67087 2.54070 -0.50004
H 4.69171 0.27454 -3.58595
H 4.16685 -1.27554 4.45536
H -0.76642 -3.65016 1.48153
H -3.65515 -6.00535 -1.35183
H -2.95959 6.08145 -2.18392
H -2.45319 1.76541 0.17516
H 0.59461 3.77984 5.00199
H 1.42268 -4.60121 2.10375
H -5.82951 -4.83851 -1.34462
H -1.85124 3.44499 5.12161
H -2.92455 1.72800 3.69406
H 5.66465 -1.79385 2.55176
H 3.37556 -4.30476 0.62402
H 3.68126 1.04157 -5.74269
H 3.14372 -3.01742 -1.47880
H -1.57234 -4.73774 -1.02195
H 0.58265 3.56699 -0.72831
H -1.55383 0.33395 2.18940
H 0.95931 -2.02316 -2.08002
H -3.81123 -1.11131 -0.70760
H -0.06149 1.41976 -3.69278
H 0.04864 3.19954 0.77066
H -4.94269 4.69315 -1.68850
H 1.96277 2.43728 3.45056
```

Computed properties:
- net charge = +1
- spin multiplicity = 1

Here are the calculated gap between HOMO and LUMO numbers, same order: 8.21 3.53 5.83 (eV).
Here are the calculated total energy numbers, same order: -1988.3481 -4397.0323 -1756.6169 (Ha).